[1]
The following is a DFT calculation (wB97M-V/def2-TZVPD) of a molecular structure, C38H38ClN2NiPS2Si.

Structure (XYZ):
```
84
C38H38ClN2NiPS2Si (wB97M-V/def2-TZVPD)
Ni 0.256 -0.918 -0.148
Cl -0.194 -3.525 -0.640
C -1.892 -3.805 -0.363
C -2.344 -5.114 -0.452
C -3.688 -5.380 -0.259
C -4.572 -4.342 0.010
C -4.103 -3.044 0.092
C -2.748 -2.748 -0.077
P -2.168 -1.012 0.023
C -3.441 -0.183 -0.969
C -3.370 -0.351 -2.350
C -4.332 0.214 -3.169
C -5.362 0.959 -2.612
C -5.430 1.133 -1.238
C -4.473 0.560 -0.412
C -2.495 -0.502 1.735
C -2.994 -1.345 2.723
C -3.159 -0.872 4.018
C -2.833 0.440 4.328
C -2.335 1.284 3.343
C -2.158 0.817 2.051
H -1.645 -5.907 -0.678
H -4.046 -6.398 -0.328
H -5.626 -4.545 0.149
H -4.796 -2.233 0.283
H -2.548 -0.907 -2.788
H -4.267 0.090 -4.242
H -6.106 1.415 -3.252
H -6.228 1.722 -0.805
H -4.524 0.710 0.659
H -3.239 -2.374 2.496
H -3.540 -1.533 4.785
H -2.960 0.804 5.339
H -2.071 2.306 3.583
H -1.747 1.470 1.288
S -1.976 2.913 -1.579
C -0.560 2.658 -2.374
N 0.591 3.320 -2.199
C 1.797 2.671 -2.699
C 1.352 1.906 -3.937
S -0.346 1.378 -3.558
H 0.652 3.905 -1.376
H 2.198 1.989 -1.944
H 2.548 3.420 -2.946
H 1.979 1.037 -4.118
H 1.338 2.539 -4.823
C 0.564 0.962 0.281
C 1.103 2.005 0.585
C 1.768 3.236 0.897
C 1.047 4.384 1.239
C 1.707 5.577 1.493
C 3.091 5.642 1.410
C 3.816 4.505 1.073
C 3.164 3.310 0.817
H -0.033 4.328 1.297
H 1.138 6.460 1.755
H 3.604 6.574 1.608
H 4.896 4.551 1.009
H 3.720 2.418 0.553
C 3.453 -0.448 2.506
Si 2.469 -1.817 1.684
C 0.787 -1.881 2.541
C 3.314 -3.474 1.939
N 2.068 -1.498 0.050
C 2.933 -1.292 -1.004
C 2.428 -1.027 -2.293
C 3.258 -0.863 -3.389
C 4.638 -0.927 -3.255
C 5.159 -1.168 -1.991
C 4.334 -1.349 -0.891
H 3.589 -0.628 3.576
H 2.907 0.492 2.382
H 4.442 -0.319 2.061
H 0.917 -1.968 3.623
H 0.176 -2.732 2.223
H 0.219 -0.951 2.391
H 3.516 -3.669 2.996
H 4.264 -3.534 1.402
H 2.674 -4.278 1.564
H 1.348 -0.968 -2.442
H 2.822 -0.704 -4.370
H 5.287 -0.802 -4.111
H 6.233 -1.223 -1.854
H 4.783 -1.544 0.075
```

Its spin multiplicity is 3. Its expectation value of S² is 2.01. For the lowest unoccupied orbital energy (spin up / spin down), the calculation gives 0.2 / -0.3 eV. Its HOMO energy (spin up / spin down) is -0.256 / -0.258 Eh. The value obtained for the energy above the lowest of the compared OMol25 structures with the same formula, charge and spin is 18.59 kcal per mole.

These are the Mulliken partial charges, in e, on atoms 1 to 8: number 1, Ni, carries -0.6499; number 2, Cl, carries -0.2049; number 3, C, carries 0.9815; number 4, C, carries -0.7175; number 5, C, carries -0.4840; number 6, C, carries -0.8192; number 7, C, carries -0.4411; number 8, C, carries -0.5854

[2]
The following is a DFT calculation (wB97M-V/def2-TZVPD) of C2H4N2OS in the gas phase in a non-equilibrium geometry.

Structure (XYZ):
```
10
C2H4N2OS (wB97M-V/def2-TZVPD)
C -0.321 0.315 0.389
C 0.401 -0.492 -0.658
H -0.147 0.976 2.272
H 1.216 0.024 1.712
H -1.700 0.783 -0.807
H 0.168 -1.097 -2.418
N 0.246 0.290 1.634
N -1.413 0.954 0.147
O -0.340 -0.616 -1.761
S 1.890 -1.137 -0.509
```

As for the SMILES: [H]/N=C(/N)C(O)=S. For the lowest unoccupied orbital energy, the calculation gives -0.6 eV. Its HOMO energy is -0.348 Eh. The value obtained for the energy above the lowest of the compared OMol25 structures with the same formula, charge and spin is 22.98 kcal per mole.

These are the Mulliken partial charges, in e, on atoms 1 to 8: number 1, C, carries 0.4232; number 2, C, carries 0.4252; number 3, H, carries 0.2850; number 4, H, carries 0.1869; number 5, H, carries 0.2792; number 6, H, carries 0.3490; number 7, N, carries -0.4087; number 8, N, carries -0.7601

[3]
The following is a DFT calculation (wB97M-V/def2-TZVPD) of 3 unconnected molecules or ions with the total composition C32H42F5N5O6P in a non-equilibrium geometry.

Structure (XYZ):
```
91
C32H42F5N5O6P (wB97M-V/def2-TZVPD)
C -5.705 -0.071 -2.205
C -4.742 -0.417 -0.995
O -3.548 0.375 -1.063
C -3.696 1.641 -0.443
C -2.336 2.119 0.202
N -1.271 2.319 -0.840
C 0.000 2.241 -0.592
N 1.060 2.383 -1.568
F 1.018 1.428 -2.558
P 1.279 4.037 -2.190
N 2.534 4.798 -1.632
N 0.372 1.919 0.773
C 1.299 0.758 0.769
C 0.696 -0.532 0.101
C -0.411 -1.243 0.998
C 0.097 -1.658 2.432
C -0.644 -2.945 2.948
C -2.167 -2.676 3.260
C -2.400 -2.231 4.766
O -1.250 -1.617 5.349
C -1.529 -0.304 5.832
C 0.908 3.072 1.492
F 1.106 2.651 2.793
F 2.153 3.378 1.008
C -0.064 4.299 1.588
F -0.016 5.140 0.504
F 0.366 5.046 2.671
C -1.742 2.610 -2.182
C -1.776 1.623 -3.259
C -2.274 2.092 -4.524
N -2.753 3.295 -4.873
C -2.774 4.213 -3.886
C -2.269 3.899 -2.579
H -6.151 -1.031 -2.564
H -5.051 0.386 -2.992
H -6.489 0.668 -1.918
H -5.253 -0.401 -0.002
H -4.423 -1.480 -1.159
H -4.182 2.426 -1.072
H -4.380 1.491 0.443
H -2.064 1.335 0.939
H -2.582 3.103 0.678
H 1.455 3.875 -3.602
H 0.085 4.765 -1.955
H 2.155 5.650 -1.195
H 1.628 0.448 1.793
H 2.255 0.967 0.223
H 0.356 -0.386 -0.955
H 1.567 -1.266 0.043
H -0.767 -2.148 0.435
H -1.311 -0.592 1.127
H -0.195 -0.829 3.127
H 1.210 -1.792 2.386
H -0.126 -3.309 3.872
H -0.563 -3.778 2.197
H -2.581 -1.847 2.625
H -2.740 -3.607 3.046
H -3.289 -1.544 4.777
H -2.694 -3.135 5.355
H -0.561 0.262 5.828
H -2.240 0.277 5.191
H -1.878 -0.317 6.895
H -1.097 3.973 1.857
H -1.404 0.590 -3.103
H -2.260 1.333 -5.343
H -3.177 5.232 -4.066
H -2.310 4.699 -1.802
C 6.149 -0.224 -1.760
C 6.429 0.111 -3.019
C 5.439 0.819 -3.864
O 5.689 1.124 -5.010
C 4.127 1.142 -3.254
C 3.851 0.806 -1.996
C 4.839 0.099 -1.153
O 4.580 -0.204 -0.004
H 6.860 -0.742 -1.129
H 7.382 -0.116 -3.480
H 3.416 1.660 -3.885
H 2.903 1.032 -1.532
C 2.313 -6.495 1.888
C 2.036 -5.198 1.768
C 2.026 -4.535 0.444
O 1.774 -3.348 0.335
C 2.333 -5.367 -0.740
C 2.610 -6.664 -0.622
C 2.621 -7.329 0.703
O 2.871 -8.509 0.812
H 2.327 -6.996 2.847
H 1.809 -4.573 2.623
H 2.319 -4.864 -1.699
H 2.837 -7.287 -1.477
```

For the lowest unoccupied orbital energy, the calculation gives -5.2 eV. Its HOMO energy is -0.430 Eh. As for the total charge: +1.

These are the Mulliken partial charges, in e, on atoms 1 to 8: number 1, C, carries -1.0086; number 2, C, carries -0.3874; number 3, O, carries -0.0915; number 4, C, carries -1.2566; number 5, C, carries -0.4431; number 6, N, carries 1.6876; number 7, C, carries -2.0535; number 8, N, carries 0.8480

[4]
The following is a DFT calculation (wB97M-V/def2-TZVPD) of 9 unconnected molecules or ions with the total composition C26H45Cl6F9N4O10 in a non-equilibrium geometry.

Structure (XYZ):
```
100
C26H45Cl6F9N4O10 (wB97M-V/def2-TZVPD)
C 0.047 -5.325 -2.846
O 0.510 -6.484 -2.949
N -1.274 -5.051 -2.613
C -1.739 -3.664 -2.462
C -2.261 -6.157 -2.357
H 0.558 -4.369 -3.038
H -1.332 -2.946 -3.174
H -1.736 -3.329 -1.425
H -2.816 -3.672 -2.629
H -1.884 -7.162 -2.545
H -2.536 -6.118 -1.303
H -3.145 -5.952 -2.962
C -3.936 1.772 2.719
O -2.856 1.363 3.139
N -4.634 1.191 1.657
C -3.992 0.213 0.750
C -5.965 1.656 1.373
H -4.502 2.594 3.184
H -4.711 -0.437 0.251
H -3.551 -0.503 1.443
H -3.347 0.625 -0.026
H -5.867 2.430 0.612
H -6.450 0.799 0.905
H -6.556 2.039 2.205
C 1.667 -0.321 0.932
O 2.353 0.332 1.773
N 0.459 -0.024 0.439
C -0.249 -0.851 -0.504
C -0.114 1.279 0.884
H 2.055 -1.317 0.667
H -0.412 -0.428 -1.496
H -1.157 -1.307 -0.110
H 0.323 -1.738 -0.774
H 0.632 1.810 1.473
H -0.415 1.939 0.070
H -0.941 1.031 1.549
C -0.071 2.402 4.304
O -0.061 3.596 4.040
N 0.992 1.692 4.775
C 0.891 0.285 4.848
C 2.208 2.357 5.147
H -1.018 1.847 4.223
H -0.126 -0.097 4.760
H 1.312 -0.162 5.748
H 1.409 -0.215 4.030
H 2.303 3.429 4.972
H 2.296 2.193 6.221
H 2.951 1.915 4.482
C 6.080 0.488 5.122
C 5.311 -0.032 3.928
O 5.098 -1.423 4.028
C 4.179 -1.953 4.991
O 3.714 -1.384 5.954
C 3.916 -3.443 4.860
F 2.588 -3.605 4.845
F 4.468 -3.992 3.732
F 4.415 -4.076 5.930
H 5.518 0.292 6.035
H 6.253 1.562 5.049
H 7.065 0.048 5.279
H 5.813 0.095 2.968
H 4.374 0.497 3.754
C -4.635 1.246 -2.533
C -3.291 1.831 -3.176
O -2.848 1.035 -4.271
C -2.272 -0.151 -4.081
O -1.999 -0.598 -2.985
C -1.859 -0.858 -5.378
F -0.504 -0.961 -5.269
F -2.349 -2.086 -5.455
F -2.102 -0.097 -6.457
H -4.455 0.225 -2.198
H -5.438 1.136 -3.262
H -5.044 1.737 -1.649
H -2.448 1.954 -2.496
H -3.396 2.795 -3.674
C 1.050 4.021 -7.203
C 0.508 2.678 -6.656
O 1.313 2.228 -5.535
C 0.988 2.749 -4.306
O -0.057 3.306 -4.035
C 1.945 2.403 -3.100
F 3.027 1.818 -3.571
F 2.257 3.548 -2.436
F 1.362 1.634 -2.267
H 2.136 3.987 -7.286
H 0.752 4.953 -6.722
H 0.633 4.210 -8.192
H 0.513 1.934 -7.453
H -0.567 2.779 -6.506
C 0.365 -5.617 0.623
Cl 1.219 -6.662 1.755
Cl 1.291 -4.144 0.343
Cl -1.262 -5.376 1.270
H 0.243 -6.122 -0.335
C 2.499 4.319 1.571
Cl 3.917 4.052 0.555
Cl 1.104 4.781 0.620
Cl 2.933 5.629 2.700
H 2.373 3.445 2.211
```

Its spin multiplicity is 2. Its expectation value of S² is 0.76. For the lowest unoccupied orbital energy (spin up / spin down), the calculation gives -3.1 / -8.1 eV. Its HOMO energy (spin up / spin down) is -0.406 / -0.406 Eh. As for the total charge: +1.

These are the Mulliken partial charges, in e, on atoms 1 to 8: number 1, C, carries -0.0012; number 2, O, carries -0.6192; number 3, N, carries 0.2289; number 4, C, carries -0.9139; number 5, C, carries -0.9150; number 6, H, carries 0.3693; number 7, H, carries 0.3071; number 8, H, carries 0.1710

Respective calculated total energy values: -4976.07629; -661.54891; -2809.89733; -5648.71493 hartree.